Entry 1:
A cluster of 4 separate species, H10NO3 in total, computed with ωB97M-V with the def2-TZVPD basis set.

Electronic energy (eV): -7786.6381
ΔE to the lowest compared entry with this formula, charge and spin (kJ/mol): 293.3
Charge: +1
Lowest unoccupied orbital energy (eV): -3.754
Gap between HOMO and LUMO (eV): 12.2

Each line ends with the Löwdin charge.
CARTESIAN COORDINATES (ANGSTROEM)
N: -1.187 -0.127 -1.286  0.286
H: -1.439 0.505 -1.938  0.097
H: -0.370 -0.591 -1.491  0.063
H: -0.967 0.309 -0.387  0.076
H: -2.001 -0.853 -0.874  0.266
H: 1.609 -0.460 -0.772  0.125
H: 1.595 1.109 -1.425  0.093
O: 1.077 0.414 -0.969  -0.109
H: -0.738 1.597 1.193  0.027
H: -1.735 0.557 1.785  0.028
O: -1.634 1.369 1.347  0.006
H: 1.813 -1.902 1.916  0.020
H: 2.330 -0.740 1.496  -0.080
O: 1.645 -1.186 1.405  0.101

---

Entry 2:
A cluster of 2 separate species, C20H29ClFNO8PS in total, computed with ωB97M-V with the def2-TZVPD basis set.

Electronic energy (eV): -74445.6824
Charge: -1
Lowest unoccupied orbital energy (eV): 1.836
Gap between HOMO and LUMO (eV): 6.3

Each line ends with the Löwdin charge.
CARTESIAN COORDINATES (ANGSTROEM)
C: 0.978 -1.373 2.028  -0.105
O: 1.710 -0.415 1.278  -0.212
C: 1.887 -0.757 -0.065  -0.459
P: 3.308 -1.960 -0.347  0.465
S: 4.257 -2.475 1.279  0.181
C: 1.981 0.586 -0.872  -0.269
O: 1.030 1.475 -0.312  -0.057
C: 0.023 1.905 -1.172  -0.769
Cl: 0.599 2.806 -2.639  0.759
C: -0.825 2.898 -0.339  -0.133
C: -0.216 4.298 -0.258  -0.174
O: -0.804 5.025 0.850  0.000
C: -2.114 5.285 0.688  -0.532
C: -2.918 5.478 1.959  0.017
O: -2.671 5.385 -0.388  0.090
C: -0.907 0.792 -1.673  -0.162
C: -1.603 -0.010 -0.538  -0.090
C: -3.078 -0.210 -0.913  -0.425
O: -3.833 0.741 -0.945  0.115
N: -3.587 -1.520 -1.273  0.097
C: -3.898 -2.357 -0.129  -0.254
C: -4.712 -3.434 -0.378  -0.037
C: -5.030 -4.303 0.631  -0.087
C: -4.537 -4.096 1.895  -0.105
C: -3.746 -3.016 2.147  -0.086
C: -3.418 -2.138 1.138  -0.028
C: 3.393 1.187 -0.894  -0.337
C: 4.062 1.323 0.469  -0.020
F: 3.380 2.460 -1.460  -0.039
H: 0.632 -2.222 1.432  0.091
H: 1.580 -1.790 2.841  0.074
H: 0.145 -0.841 2.504  0.087
H: 0.972 -1.243 -0.431  0.095
H: 2.710 -3.122 -0.885  -0.006
H: 4.219 -1.506 -1.319  -0.003
H: 1.754 0.302 -1.907  0.142
H: -0.975 2.514 0.672  0.135
H: -1.798 2.976 -0.830  0.123
H: -0.355 4.872 -1.170  0.102
H: 0.854 4.254 -0.056  0.130
H: -2.377 5.129 2.842  0.080
H: -3.849 4.918 1.882  0.087
H: -3.167 6.530 2.102  0.086
H: -1.690 1.288 -2.250  0.112
H: -0.429 0.103 -2.374  0.118
H: -1.557 0.471 0.436  0.119
H: -1.129 -0.995 -0.499  0.100
H: -2.808 -1.991 -1.737  0.131
H: -5.082 -3.577 -1.385  0.118
H: -5.656 -5.153 0.387  0.107
H: -4.771 -4.805 2.680  0.106
H: -3.343 -2.857 3.141  0.110
H: -2.787 -1.296 1.392  0.104
H: 4.044 0.600 -1.546  0.124
H: 3.705 2.214 0.989  0.091
H: 5.125 1.507 0.280  0.090
H: 4.011 0.429 1.089  0.038
C: 6.699 -4.361 -1.915  -0.845
O: 5.450 -4.469 -1.765  -0.127
O: 7.260 -3.373 -1.072  -0.028
O: 7.473 -4.965 -2.656  -0.047
H: 6.429 -3.118 -0.641  0.012

---

Entry 3:
A structure of composition C28H40N5O3SeSi2Sr, computed with ωB97M-V with the def2-TZVPD basis set.

Electronic energy (eV): -125220.5504
ΔE to the lowest compared entry with this formula, charge and spin (kJ/mol): 14.5
Charge: -1
Lowest unoccupied orbital energy (eV): 2.093
Gap between HOMO and LUMO (eV): 6.3

Each line ends with the Löwdin charge.
CARTESIAN COORDINATES (ANGSTROEM)
Sr: -1.011 0.284 -0.109  1.492
C: 4.764 -0.186 5.836  -0.091
O: 5.819 -0.812 5.132  -0.092
C: 5.479 -1.642 4.099  -0.282
C: 6.536 -2.154 3.351  -0.009
C: 6.284 -3.003 2.291  -0.039
C: 4.979 -3.322 1.935  -0.311
C: 3.931 -2.840 2.702  -0.032
C: 4.172 -2.005 3.784  -0.006
N: 4.781 -4.297 0.894  0.060
N: 3.920 -4.122 0.026  0.058
C: 3.228 -2.889 -0.116  -0.259
C: 3.799 -1.647 0.049  -0.037
C: 3.104 -0.473 -0.220  -0.003
C: 1.773 -0.475 -0.659  -0.406
O: 1.104 0.595 -0.886  -0.299
C: 1.159 -1.790 -0.843  -0.156
N: -0.151 -1.819 -1.230  -0.001
C: -0.746 -2.975 -1.365  -0.133
C: -0.088 -4.204 -1.167  -0.045
C: 1.219 -4.199 -0.785  -0.003
C: 1.895 -2.968 -0.599  -0.100
H: 5.232 0.482 6.555  0.089
H: 4.152 -0.917 6.371  0.092
H: 4.128 0.393 5.162  0.097
H: 7.546 -1.882 3.624  0.115
H: 7.100 -3.415 1.712  0.110
H: 2.913 -3.115 2.457  0.126
H: 3.334 -1.643 4.360  0.104
H: 4.830 -1.575 0.374  0.115
H: 3.584 0.487 -0.087  0.107
H: -1.797 -2.953 -1.629  0.110
H: -0.631 -5.129 -1.300  0.102
H: 1.759 -5.120 -0.611  0.106
C: -1.569 5.690 -2.282  -0.039
N: -0.341 4.986 -2.593  -0.121
C: -0.066 4.378 -3.799  -0.069
C: 1.113 3.742 -3.662  -0.051
N: 1.552 3.977 -2.377  -0.126
C: 2.740 3.394 -1.783  -0.046
C: 0.658 4.743 -1.709  -0.764
Se: 0.822 5.360 0.017  0.529
H: -1.850 6.309 -3.133  0.091
H: -1.387 6.312 -1.408  0.043
H: -2.364 4.978 -2.055  0.071
H: -0.739 4.435 -4.633  0.115
H: 1.677 3.152 -4.359  0.119
H: 3.446 3.175 -2.582  0.090
H: 2.476 2.481 -1.251  0.065
H: 3.168 4.115 -1.089  0.053
C: -4.431 0.168 -2.136  -0.197
Si: -3.715 1.922 -2.214  0.312
C: -2.683 2.005 -3.806  -0.195
C: -5.221 3.027 -2.576  -0.213
C: -2.758 2.265 -0.723  -0.388
H: -4.976 -0.094 -3.047  0.022
H: -5.115 0.067 -1.291  0.021
H: -3.640 -0.576 -1.997  0.006
H: -3.016 1.251 -4.523  0.018
H: -1.623 1.834 -3.608  0.009
H: -2.780 2.979 -4.291  0.006
H: -5.709 2.783 -3.524  0.013
H: -4.927 4.079 -2.610  0.005
H: -5.963 2.921 -1.781  0.015
H: -3.433 2.240 0.145  -0.047
H: -2.252 3.238 -0.728  -0.076
C: -4.235 -3.035 0.550  -0.181
Si: -3.467 -1.842 1.798  0.183
C: -3.036 -2.893 3.306  -0.191
C: -4.849 -0.685 2.343  -0.180
O: -2.204 -1.062 1.205  -0.627
H: -5.181 -3.436 0.920  0.020
H: -3.570 -3.879 0.349  0.013
H: -4.435 -2.530 -0.398  0.006
H: -3.898 -3.467 3.652  0.017
H: -2.695 -2.266 4.134  0.017
H: -2.233 -3.596 3.073  0.016
H: -5.672 -1.232 2.810  0.018
H: -5.249 -0.126 1.495  0.014
H: -4.475 0.044 3.065  0.022

---

Entry 4:
The molecule C3H10N2O2Si, computed with ωB97M-V with the def2-TZVPD basis set.

Electronic energy (eV): -18224.4484
ΔE to the lowest compared entry with this formula, charge and spin (kJ/mol): 249.8
Charge: 0
Lowest unoccupied orbital energy (eV): 0.485
Gap between HOMO and LUMO (eV): 10.1

Each line ends with the Löwdin charge.
CARTESIAN COORDINATES (ANGSTROEM)
N: -1.905 -0.174 1.233  0.017
C: -0.483 0.430 0.625  -0.433
Si: -1.096 1.565 -0.655  0.665
C: 0.502 -0.687 0.281  -0.327
N: 0.461 -1.264 -1.079  0.015
C: 1.913 -0.035 0.455  -0.451
O: 2.206 0.807 1.293  0.083
O: 2.851 -0.598 -0.385  0.085
H: -1.783 -0.741 2.014  0.023
H: -2.348 -0.612 0.519  -0.034
H: 0.043 0.906 1.491  0.108
H: -0.154 1.667 -1.781  -0.076
H: -2.400 1.026 -1.139  -0.046
H: -0.890 2.976 -0.202  -0.055
H: 0.654 -1.346 1.121  0.153
H: 0.323 -0.533 -1.829  0.081
H: -0.250 -2.055 -1.198  0.122
H: 2.356 -1.334 -0.764  0.070

---

Entry 5:
The ion C7H16BO3 with charge -1, computed with ωB97M-V with the def2-TZVPD basis set.

Electronic energy (eV): -14339.1456
Charge: -1
Lowest unoccupied orbital energy (eV): 3.453
Gap between HOMO and LUMO (eV): 7.3

Each line ends with the Löwdin charge.
CARTESIAN COORDINATES (ANGSTROEM)
C: 1.578 -1.435 1.201  -0.106
C: 2.155 -0.563 0.077  -0.241
C: 1.196 -0.229 -1.058  -0.153
C: 0.211 0.921 -0.812  -0.339
O: 0.898 2.116 -0.559  -0.097
B: 0.248 2.729 0.672  -0.595
O: -1.138 2.193 0.545  -0.096
C: -0.866 0.814 0.288  -0.329
C: -2.197 0.164 -0.088  -0.123
C: -2.123 -1.165 -0.805  -0.251
O: -1.744 -2.216 0.106  -0.087
H: 2.132 -1.280 2.122  0.064
H: 0.539 -1.228 1.406  0.042
H: 1.674 -2.484 0.919  0.062
H: 2.975 -1.139 -0.355  0.091
H: 2.600 0.336 0.491  0.104
H: 0.658 -1.121 -1.388  0.091
H: 1.808 0.092 -1.899  0.107
H: -0.299 1.071 -1.782  0.144
H: 0.816 2.204 1.651  0.059
H: 0.292 3.947 0.697  0.044
H: -0.522 0.445 1.252  0.119
H: -2.732 -0.025 0.841  0.116
H: -2.797 0.884 -0.638  0.118
H: -1.420 -1.147 -1.631  0.096
H: -3.115 -1.424 -1.171  0.103
H: -0.826 -2.459 -0.079  0.058

---

Entry 6:
A cluster of 6 separate species, C29H67N2O24P3S6 in total, computed with ωB97M-V with the def2-TZVPD basis set.

Electronic energy (eV): -176156.5738
ΔE to the lowest compared entry with this formula, charge and spin (kJ/mol): 0.0
Charge: 0
Lowest unoccupied orbital energy (eV): 0.088
Gap between HOMO and LUMO (eV): 9.2

Each line ends with the Löwdin charge.
CARTESIAN COORDINATES (ANGSTROEM)
C: 0.982 4.280 3.192  -0.082
C: -0.208 4.443 2.209  -0.213
C: 0.257 4.407 0.755  -0.194
O: 0.681 3.126 0.307  -0.057
N: -0.336 2.175 0.433  -0.025
C: -1.416 2.298 -0.502  -0.188
C: -2.668 2.669 -0.006  -0.001
C: -3.686 2.810 -0.929  -0.063
C: -3.486 2.573 -2.277  -0.134
N: -2.293 2.228 -2.764  0.081
C: -1.312 2.119 -1.877  -0.072
C: 0.129 0.901 0.902  -0.495
O: 0.436 1.028 2.290  0.049
C: -0.876 -0.245 0.733  -0.113
O: -2.181 -0.039 1.244  -0.178
C: -2.350 -0.185 2.628  -0.630
P: -1.778 -1.814 3.327  0.900
P: -2.144 -1.609 5.459  0.246
O: -3.406 -2.167 5.970  -0.344
O: -2.030 -0.025 5.741  -0.180
O: -0.883 -2.287 6.193  -0.176
P: -4.199 0.084 2.889  0.264
O: -4.421 1.073 4.162  -0.231
O: -4.672 0.894 1.583  -0.217
S: -5.288 -1.499 3.043  0.401
O: 1.366 0.461 0.400  -0.020
C: 1.513 0.473 -1.010  -0.226
C: 2.912 -0.057 -1.339  -0.208
C: 3.176 0.181 -2.836  -0.088
H: 0.867 3.398 3.821  0.062
H: 1.062 5.146 3.847  0.067
H: 1.914 4.176 2.637  0.077
H: -0.977 3.687 2.372  0.080
H: -0.660 5.420 2.389  0.108
H: 1.144 5.036 0.666  0.128
H: -0.507 4.832 0.093  0.118
H: -2.824 2.849 1.048  0.112
H: -4.670 3.113 -0.586  0.102
H: -4.331 2.671 -2.948  0.106
H: -0.335 1.867 -2.276  0.107
H: -0.147 1.711 2.633  0.066
H: -1.005 -0.430 -0.337  0.136
H: -0.376 -1.136 1.116  0.112
H: -1.864 0.617 3.195  0.077
H: -2.622 -2.837 2.864  -0.066
H: -2.330 0.160 6.642  0.091
H: -1.188 -2.473 7.094  0.081
H: -4.826 0.488 4.826  0.074
H: -5.466 0.437 1.268  0.074
H: 0.795 -0.166 -1.538  0.125
H: 1.488 1.498 -1.389  0.111
H: 3.605 0.583 -0.788  0.116
H: 3.030 -1.096 -1.038  0.107
H: 3.474 1.214 -3.022  0.066
H: 2.246 0.021 -3.389  0.073
H: 3.975 -0.462 -3.202  0.069
C: 9.038 -1.343 -3.004  -0.069
C: 8.502 -2.696 -2.579  -0.245
O: 8.105 -2.723 -1.187  -0.270
S: 6.761 -1.977 -0.781  0.556
C: 6.634 -2.609 0.857  -0.120
O: 5.687 -2.492 -1.574  -0.276
O: 7.006 -0.570 -0.709  -0.276
H: 8.262 -0.579 -2.974  0.069
H: 9.419 -1.397 -4.024  0.084
H: 9.839 -1.020 -2.339  0.085
H: 7.669 -3.009 -3.210  0.120
H: 9.281 -3.448 -2.682  0.105
H: 6.476 -3.683 0.811  0.072
H: 5.779 -2.119 1.320  0.078
H: 7.544 -2.366 1.398  0.074
C: 3.783 3.495 -8.074  -0.074
C: 4.505 4.734 -7.582  -0.251
O: 4.637 4.772 -6.145  -0.265
S: 5.699 3.798 -5.469  0.564
C: 5.651 4.496 -3.854  -0.121
O: 6.984 4.038 -6.050  -0.273
O: 5.153 2.478 -5.411  -0.278
H: 4.360 2.593 -7.876  0.070
H: 3.617 3.563 -9.149  0.081
H: 2.823 3.386 -7.570  0.085
H: 5.490 4.831 -8.042  0.115
H: 3.936 5.624 -7.842  0.120
H: 6.034 5.512 -3.895  0.074
H: 6.285 3.876 -3.223  0.078
H: 4.627 4.475 -3.492  0.074
C: -9.147 -2.470 3.734  -0.069
C: -8.718 -1.895 2.400  -0.269
O: -9.467 -2.450 1.290  -0.265
S: -10.971 -1.984 1.088  0.562
C: -11.207 -2.692 -0.507  -0.126
O: -11.007 -0.557 0.989  -0.274
O: -11.812 -2.667 2.023  -0.278
H: -10.168 -2.182 3.983  0.070
H: -8.489 -2.105 4.523  0.078
H: -9.111 -3.560 3.712  0.085
H: -8.793 -0.806 2.396  0.106
H: -7.679 -2.151 2.213  0.031
H: -10.550 -2.196 -1.216  0.073
H: -12.249 -2.530 -0.776  0.075
H: -10.996 -3.756 -0.452  0.074
C: 8.300 -9.835 -3.826  -0.074
C: 7.572 -8.694 -3.144  -0.248
O: 8.361 -8.063 -2.112  -0.262
S: 9.561 -7.122 -2.562  0.567
C: 9.902 -6.417 -0.986  -0.118
O: 9.048 -6.108 -3.433  -0.278
O: 10.676 -7.928 -2.950  -0.271
H: 9.162 -9.479 -4.388  0.070
H: 7.629 -10.343 -4.519  0.082
H: 8.663 -10.553 -3.089  0.085
H: 7.244 -7.943 -3.864  0.115
H: 6.685 -9.069 -2.638  0.121
H: 9.047 -5.824 -0.670  0.069
H: 10.780 -5.785 -1.104  0.079
H: 10.109 -7.218 -0.281  0.075
C: -9.819 4.398 5.585  -0.074
C: -9.571 4.452 4.090  -0.249
O: -8.173 4.337 3.748  -0.261
S: -7.491 2.904 3.882  0.568
C: -5.988 3.256 3.056  -0.133
O: -8.250 1.963 3.112  -0.273
O: -7.210 2.644 5.262  -0.276
H: -9.567 3.421 5.994  0.069
H: -10.871 4.593 5.795  0.082
H: -9.208 5.138 6.102  0.084
H: -10.141 3.684 3.563  0.116
H: -9.885 5.417 3.697  0.120
H: -6.197 3.478 2.012  0.077
H: -5.389 2.341 3.156  0.009
H: -5.496 4.095 3.543  0.086